Run A
An isolated molecule of C8H13NO2. Source: the Open Molecules 2025 dataset; level of theory: ωB97M-V/def2-TZVPD.

Geometry as ORCA input:
```
! wB97M-V def2-TZVPD RIJCOSX def2/J DEFGRID3
* xyz 0 1
C 2.492 0.518 -0.465
C 1.065 -0.156 -0.155
C 0.859 -1.295 -1.181
C 1.175 -0.678 1.277
C 0.025 0.942 -0.367
O 0.354 2.141 0.320
C -1.413 0.520 0.012
N -2.459 1.294 0.085
C -3.504 0.471 0.370
C -3.095 -0.816 0.381
O -1.702 -0.753 0.174
H 2.560 1.271 0.297
H 2.598 0.691 -1.559
H 3.389 -0.071 -0.078
H 1.786 -1.485 -1.587
H 0.157 -0.984 -2.015
H 0.613 -2.120 -0.641
H 0.248 -0.666 1.723
H 1.553 -1.727 1.302
H 1.750 0.012 1.941
H -0.057 1.139 -1.420
H -0.416 2.686 0.474
H -4.528 0.957 0.506
H -3.452 -1.891 0.609
*
```

Results
structure (SMILES): CC(C)(C)[C@H](O)c1ncco1
frontier orbital gap: 10.311 eV
HOMO level: -9.48 eV



Run B
A cluster of 2 separate species, C8H13NO2 in total. Source: the Open Molecules 2025 dataset; level of theory: ωB97M-V/def2-TZVPD.

Geometry as ORCA input:
```
! wB97M-V def2-TZVPD RIJCOSX def2/J DEFGRID3
* xyz 0 1
C -2.613 -0.288 0.016
C 1.621 0.391 -0.299
C 0.860 1.679 -0.689
C -0.478 1.366 1.348
C -0.620 0.254 0.406
C 0.510 -0.648 -0.006
C 0.873 -1.643 1.090
C 0.123 -1.388 -1.290
N -0.474 1.592 -0.099
O -3.079 -1.331 0.308
O -3.055 0.784 -0.561
H 2.284 0.056 -1.095
H 2.223 0.556 0.596
H 1.368 2.582 -0.347
H 0.731 1.744 -1.772
H -1.350 1.751 1.860
H 0.448 1.492 1.898
H 0.053 -2.344 1.228
H 1.050 -1.135 2.035
H 1.768 -2.202 0.821
H -0.735 -2.032 -1.106
H 0.951 -2.003 -1.637
H -0.139 -0.682 -2.074
H -2.321 1.451 -0.632
*
```

Results
frontier orbital gap: 9.400 eV
HOMO level: -8.66 eV



run A comes first in stability; the runner-up is 6.2 kcal/mol higher.



Run A
A cluster of 2 separate species, C6H7N2O3S in total. Source: the Open Molecules 2025 dataset; level of theory: ωB97M-V/def2-TZVPD.

Geometry as ORCA input:
```
! wB97M-V def2-TZVPD RIJCOSX def2/J DEFGRID3
* xyz -1 1
C -0.501 0.906 -1.613
C 2.358 -2.248 -0.274
C -2.139 -0.624 0.465
C 0.067 1.655 -0.462
C 0.698 -0.781 -0.671
C -1.158 -1.593 0.273
N -0.239 -0.308 -1.640
N 1.260 -1.946 -0.969
O -2.954 -0.425 -0.672
O 2.834 -1.600 0.680
O -2.357 0.038 1.468
S 1.315 0.553 0.350
H -1.108 1.391 -2.298
H 2.676 -3.272 -0.390
H 0.550 2.555 -0.727
H -0.697 1.988 0.192
H -0.586 -2.095 1.060
H -1.282 -2.284 -0.576
H -2.875 -1.061 -1.451
*
```

Results
frontier orbital gap (alpha / beta): 6.739 / 6.742 eV
HOMO level (alpha / beta): -3.40 / -3.40 eV



Run B
The ion C6H7N2O3S with charge -1. Source: the Open Molecules 2025 dataset; level of theory: ωB97M-V/def2-TZVPD.

Geometry as ORCA input:
```
! wB97M-V def2-TZVPD RIJCOSX def2/J DEFGRID3
* xyz -1 1
H -0.797 -1.141 -2.233
N -1.466 -1.159 -1.338
C -0.838 -0.865 -0.261
C -1.571 -1.155 0.937
C -0.973 -1.039 2.077
N 0.276 -0.505 2.337
O 0.761 -0.471 3.521
C 0.897 0.001 1.291
C 0.376 -0.170 0.025
S 1.397 0.522 -1.247
C 0.216 1.817 -1.846
O 2.584 1.081 -0.682
O 1.493 -0.438 -2.332
H -2.544 -1.653 0.890
H -1.482 -1.385 3.007
H 1.795 0.497 1.525
H -0.695 1.194 -2.027
H 0.087 2.409 -0.987
H 0.484 2.460 -2.657
*
```

Results
structure (SMILES): [H]/N=c1/ccn([O-])cc1S(C)(=O)=O
frontier orbital gap: 6.406 eV
HOMO level: -3.06 eV



run A comes first in stability; the runner-up is 25.7 kcal/mol higher.



Run A
A structure of composition CH3I2NS. Source: the Open Molecules 2025 dataset; level of theory: ωB97M-V/def2-TZVPD.

Geometry as ORCA input:
```
! wB97M-V def2-TZVPD RIJCOSX def2/J DEFGRID3
* xyz 0 1
C -0.003 -0.166 -0.052
N -2.448 -0.742 0.335
S -1.329 -1.208 -0.695
I -2.981 2.350 -0.042
I -4.311 -1.432 0.183
H 0.933 -0.493 -0.493
H 0.021 -0.251 1.030
H -0.226 0.865 -0.330
*
```

Results
frontier orbital gap (alpha / beta): 8.330 / 5.567 eV
HOMO level (alpha / beta): -9.38 / -8.24 eV



Run B
A cluster of 2 separate species, CH3I2NS in total. Source: the Open Molecules 2025 dataset; level of theory: ωB97M-V/def2-TZVPD.

Geometry as ORCA input:
```
! wB97M-V def2-TZVPD RIJCOSX def2/J DEFGRID3
* xyz 0 1
C 1.967 -0.378 1.288
N 1.014 -1.255 1.258
I 0.593 -2.581 -0.149
H 2.129 0.317 2.176
H 2.689 -0.209 0.489
S -1.620 0.078 -1.303
I -3.222 -0.952 0.249
H -1.544 -0.987 -2.097
*
```

Results
structure (SMILES): C=NI.SI
frontier orbital gap: 7.863 eV
HOMO level: -8.88 eV



run B comes first in stability; the runner-up is 15.7 kcal/mol higher.